Computed, not measured: a 2-piece molecular cluster, C24H30N4O3S overall in a non-equilibrium geometry, with ωB97M-V/def2-TZVPD.

Structure (XYZ):
```
62
C24H30N4O3S ωB97M-V/def2-TZVPD
N 3.0450 6.2184 7.0116
C 3.0207 5.4571 6.1296
C 3.0039 4.5226 5.0461
C 3.7104 3.3191 5.1457
C 3.7299 2.4203 4.0747
C 3.0345 2.6985 2.8845
C 3.1269 1.7564 1.7456
O 4.2404 1.3090 1.4886
N 2.0350 1.3707 0.9578
C 2.2488 0.6604 -0.3095
C 2.3415 1.6314 -1.4591
C 1.6677 1.4944 -2.6502
C 1.9744 2.5589 -3.5933
C 2.8675 3.4658 -3.0826
S 3.3626 3.0667 -1.4453
C 0.6576 1.6729 1.3443
C -0.3543 0.5348 1.4449
C 0.1557 1.2089 2.7092
C 2.3251 3.9110 2.7933
C 2.3076 4.8118 3.8657
H 4.2601 3.0858 6.0537
H 4.3054 1.5006 4.1564
H 3.1615 0.0563 -0.2783
H 1.4320 -0.0420 -0.4911
H 0.9906 0.6772 -2.8759
H 1.5500 2.6248 -4.5913
H 3.2354 4.3331 -3.6221
H 0.2760 2.6257 0.9606
H -1.3847 0.7429 1.1412
H -0.0125 -0.4879 1.2615
H 0.8399 0.6377 3.3451
H -0.5332 1.8685 3.2461
H 1.8081 4.1699 1.8735
H 1.7661 5.7494 3.7739
C -1.2807 -6.4910 -1.7993
N -1.8472 -5.1621 -2.0314
C -2.1989 -4.3082 -1.0606
O -2.1022 -4.5813 0.1327
C -2.7068 -2.9264 -1.4890
N -3.8637 -2.5541 -0.6518
C -5.0253 -2.0101 -1.0152
C -5.3358 -1.7724 -2.4800
O -5.8537 -1.7091 -0.1720
C -1.5714 -1.8824 -1.3644
C -0.3364 -2.2609 -2.1957
C -2.0060 -0.4798 -1.8129
H -0.1915 -6.4301 -1.7815
H -1.6199 -6.8859 -0.8386
H -1.5894 -7.1752 -2.5909
H -1.9530 -4.8609 -2.9867
H -3.0040 -2.9846 -2.5338
H -3.7758 -2.7435 0.3374
H -5.2714 -2.7110 -3.0251
H -4.6409 -1.0450 -2.8889
H -6.3505 -1.3836 -2.5605
H -1.2674 -1.8233 -0.3198
H 0.4227 -1.4860 -2.1064
H -0.6064 -2.3752 -3.2457
H 0.1027 -3.1880 -1.8270
H -2.2879 -0.4904 -2.8654
H -2.8482 -0.1352 -1.2133
H -1.1867 0.2248 -1.6691
```

Its energy relative to the best compared isomer or geometry (same formula, charge and spin) is 167.5 kJ/mol. For the HOMO-LUMO gap, the calculation gives 8.85 eV. Its electronic energy is -1775.467131 a.u.

Let us look at the Mulliken charges, expressed in e, one per atom:
1 N -0.496
2 C -0.051
3 C 0.601
4 C -0.667
5 C -0.465
6 C 0.281
7 C 0.473
8 O -0.628
9 N 0.507
10 C -0.419
11 C 0.499
12 C -0.296
13 C -0.619
14 C -0.459
15 S -0.093
16 C -0.142
17 C -0.852
18 C -0.683
19 C 0.028
20 C -0.907
21 H 0.434
22 H 0.449
23 H 0.414
24 H -0.286
25 H 0.334
26 H 0.371
27 H 0.405
28 H 0.364
29 H 0.239
30 H 0.338
31 H 0.239
32 H 0.268
33 H 0.436
34 H 0.437
35 C -0.906
36 N -0.135
37 C -0.085
38 O -0.688
39 C -0.223
40 N -0.077
41 C 0.699
42 C -0.989
43 O -0.683
44 C 1.236
45 C -1.534
46 C -1.686
47 H 0.303
48 H 0.308
49 H 0.337
50 H 0.234
51 H 0.655
52 H 0.227
53 H 0.308
54 H 0.243
55 H 0.322
56 H 0.005
57 H 0.200
58 H 0.426
59 H 0.347
60 H 0.405
61 H 0.406
62 H 0.293


Computed, not measured: C30H34N7O2S5Ti as an isolated structure in a non-equilibrium geometry, with ωB97M-V/def2-TZVPD.

Structure (XYZ):
```
79
C30H34N7O2S5Ti ωB97M-V/def2-TZVPD
Ti 0.3322 0.4184 0.0784
S -2.0514 1.2290 0.6331
C -2.3238 1.3343 2.2611
N -3.5453 1.3064 2.7897
C -3.7256 1.1361 4.2309
C -2.7252 1.9829 4.9533
N -1.3781 1.6517 4.4856
C -0.3350 1.7042 5.5240
C -0.5170 0.5746 6.5072
C -0.7357 0.8319 7.8533
C -0.9079 -0.2189 8.7478
C -0.8678 -1.5277 8.2939
C -0.6505 -1.7898 6.9449
C -0.4730 -0.7435 6.0545
C -1.1385 1.3539 3.2193
S 0.3762 0.9684 2.6595
C -4.7701 1.1676 1.9775
C -5.4277 -0.1624 2.2366
C -4.7998 -1.3235 1.7869
C -5.3693 -2.5615 2.0365
C -6.5708 -2.6470 2.7321
C -7.2009 -1.4937 3.1744
C -6.6270 -0.2517 2.9291
H -3.6225 0.0816 4.5000
H -4.7376 1.4474 4.4840
H -2.7630 1.7681 6.0201
H -2.9161 3.0490 4.8045
H -0.4128 2.6729 6.0213
H 0.6344 1.6504 5.0376
H -0.7668 1.8559 8.2093
H -1.0742 -0.0121 9.7966
H -1.0021 -2.3457 8.9890
H -0.6114 -2.8112 6.5899
H -0.2906 -0.9513 5.0046
H -4.4901 1.2493 0.9326
H -5.4319 2.0005 2.2202
H -3.8687 -1.2553 1.2314
H -4.8819 -3.4596 1.6806
H -7.0178 -3.6138 2.9218
H -8.1399 -1.5583 3.7078
H -7.1240 0.6509 3.2682
N 0.4862 2.9296 0.4147
C 0.1639 3.5343 -0.8832
C 0.5706 2.5391 -1.9418
O 1.1093 2.8237 -2.9766
O 0.2799 1.2876 -1.5787
H -0.1110 3.2950 1.1459
H 1.4459 3.1328 0.6755
H 0.6414 4.4938 -1.0713
H -0.9188 3.6592 -0.9455
S -1.2815 -1.0316 -1.0370
C -0.8812 -2.6817 -0.6567
C -1.5087 -3.7357 -1.3281
C -1.1814 -5.0422 -1.0274
C -0.2247 -5.3184 -0.0485
C 0.3918 -4.2828 0.6246
C 0.0656 -2.9577 0.3224
S 0.7798 -1.6380 1.2164
H -2.2451 -3.5137 -2.0906
H -1.6642 -5.8525 -1.5578
H 0.0385 -6.3427 0.1798
H 1.1361 -4.4844 1.3845
N 4.5162 1.2279 -0.3487
C 4.6055 0.7462 0.9413
C 3.3318 0.5121 1.3295
N 2.4658 0.8465 0.2983
C 3.2273 1.2583 -0.7000
H 5.2843 1.4711 -0.9517
H 5.5440 0.6054 1.4449
H 2.9858 0.1000 2.2604
H 2.8856 1.5510 -1.6789
N 0.7000 -0.5731 -3.8963
C 1.8120 -1.1744 -3.4618
N 2.7046 -1.5538 -4.4009
S 2.0784 -1.4718 -1.8246
H 0.6143 -0.2404 -4.8420
H 0.0856 -0.1839 -3.1939
H 2.4603 -1.5671 -5.3763
H 3.4726 -2.1259 -4.0972
```

Its energy relative to the best compared isomer or geometry (same formula, charge and spin) is 42.6 kJ/mol. For the HOMO-LUMO gap, the calculation gives 5.49 eV. Its electronic energy is -4537.786103 a.u. Its total charge is +1.

Let us look at the Mulliken charges, expressed in e, one per atom:
1 Ti 0.449
2 S -0.257
3 C 0.399
4 N 0.046
5 C -0.650
6 C -0.836
7 N 0.217
8 C -1.461
9 C 0.614
10 C -0.251
11 C -0.618
12 C -0.412
13 C -0.814
14 C -0.200
15 C 0.230
16 S -0.165
17 C -1.429
18 C 0.532
19 C -0.144
20 C -0.733
21 C -0.437
22 C -0.648
23 C -0.292
24 H 0.297
25 H 0.525
26 H 0.469
27 H 0.308
28 H 0.420
29 H 0.471
30 H 0.391
31 H 0.393
32 H 0.391
33 H 0.434
34 H 0.510
35 H 0.552
36 H 0.464
37 H 0.521
38 H 0.472
39 H 0.392
40 H 0.383
41 H 0.400
42 N -0.285
43 C -0.776
44 C 0.485
45 O -0.621
46 O 0.068
47 H 0.294
48 H 0.268
49 H 0.390
50 H 0.265
51 S -0.454
52 C 0.853
53 C -1.023
54 C -0.591
55 C -0.627
56 C -0.744
57 C 0.257
58 S -0.185
59 H 0.471
60 H 0.418
61 H 0.390
62 H 0.476
63 N -0.007
64 C -0.647
65 C -0.600
66 N 0.926
67 C -0.618
68 H 0.252
69 H 0.408
70 H 0.372
71 H 0.311
72 N -0.252
73 C 0.811
74 N -0.460
75 S -0.369
76 H 0.233
77 H -0.053
78 H 0.189
79 H 0.240


Computed, not measured: a 2-piece molecular cluster, C7H10 overall, with ωB97M-V/def2-TZVPD.

Structure (XYZ):
```
17
C7H10 ωB97M-V/def2-TZVPD
C 2.3173 0.0559 -0.8415
C 1.5228 0.2103 0.2124
C 0.0890 -0.0446 0.1657
C -0.8537 0.0882 -0.7910
C -2.1321 -0.3971 -0.2578
C -1.9422 -0.9164 0.9678
C -0.4919 -0.8129 1.3135
H 3.3889 -0.0435 -0.7301
H 1.8764 -0.0558 -1.8287
H 1.9367 0.3930 1.2068
H -0.7085 0.4395 -1.8099
H -3.0824 -0.2913 -0.7701
H -2.6843 -1.3569 1.6204
H -0.0160 -1.8079 1.2722
H -0.2523 -0.3971 2.2982
H 0.8549 2.4481 -0.8629
H 0.1776 2.4884 -1.1652
```

Its energy relative to the best compared isomer or geometry (same formula, charge and spin) is 247.3 kJ/mol. For the HOMO-LUMO gap, the calculation gives 8.85 eV. Its electronic energy is -272.623808 a.u.

Let us look at the Mulliken charges, expressed in e, one per atom:
1 C -0.600
2 C -0.548
3 C 0.380
4 C -0.329
5 C -0.439
6 C -0.638
7 C -0.596
8 H 0.283
9 H 0.232
10 H 0.301
11 H 0.491
12 H 0.399
13 H 0.409
14 H 0.260
15 H 0.374
16 H -0.037
17 H 0.057


Computed, not measured: a 6-piece molecular cluster, C16H45NO9 overall in a non-equilibrium geometry, with ωB97M-V/def2-TZVPD.

Structure (XYZ):
```
71
C16H45NO9 ωB97M-V/def2-TZVPD
C -4.0461 -1.8365 1.6574
O -4.2533 -2.2991 0.3157
C -3.2606 -1.8226 -0.5538
C -2.1487 -2.9250 -0.8902
N -0.9824 -2.3794 -1.6542
C 0.1132 -3.3666 -1.7472
C 1.3812 -2.5220 -2.0965
O 2.4839 -3.0759 -2.1470
C 3.1182 -3.3948 -0.8334
H -4.7337 -2.4222 2.1777
H -4.3451 -0.7692 1.8594
H -3.0995 -1.8981 2.1353
H -2.7315 -0.9302 -0.0389
H -3.5613 -1.4978 -1.5697
H -2.6680 -3.7403 -1.3029
H -1.8489 -3.3947 0.0621
H -0.5019 -1.5959 -1.2669
H -0.1904 -4.0609 -2.6118
H 0.3699 -4.0089 -0.8689
H 1.4088 -1.5744 -1.5836
H 1.2673 -2.0454 -3.1058
H 4.1603 -3.2560 -0.9977
H 2.8360 -4.3968 -0.6652
H 2.7404 -2.6910 -0.1084
O 5.9014 0.9272 -2.1568
C 5.0874 0.5998 -1.0060
C 3.6945 0.5639 -1.3470
O 3.0515 0.4953 -0.0917
H 5.5192 0.6239 -2.9891
H 5.3712 -0.3311 -0.4556
H 5.2721 1.3712 -0.2588
H 3.5375 -0.3415 -1.8974
H 3.3162 1.3243 -1.8923
H 2.9140 1.4163 0.1920
O 2.8520 2.9268 0.8334
C 1.6671 3.3279 1.4552
C 0.5587 3.0014 0.6082
O -0.6796 3.5615 1.0270
H 3.1742 3.6688 0.3345
H 1.4894 2.7738 2.2859
H 1.7437 4.3480 1.8007
H 0.4247 1.9418 0.3268
H 0.7856 3.4918 -0.3131
H -1.4426 2.8694 1.0706
C -0.6080 -0.6191 2.2091
C 0.3456 -1.0926 1.1863
O 1.5830 -1.3283 1.8340
H -0.3687 0.2602 2.8774
H -0.7236 -1.3730 2.9105
H -1.5616 -0.5046 1.6032
H 0.5695 -0.2867 0.4691
H -0.0163 -1.9862 0.5892
H 2.1365 -0.5385 1.8478
C -1.5179 0.9599 -1.8238
C -0.1947 1.1942 -2.1772
O 0.2811 0.4398 -3.2388
H -2.0991 1.2616 -2.7193
H -1.6800 1.6007 -1.0113
H -1.8869 -0.0391 -1.6204
H 0.5203 0.8799 -1.3716
H -0.0036 2.3291 -2.3432
H 0.8868 1.0616 -3.6348
C -3.1870 2.9170 3.0752
C -3.8311 1.7687 2.5062
O -3.2978 1.5985 1.2390
H -3.5913 3.1521 4.0773
H -3.1825 3.8543 2.4439
H -2.0837 2.7674 3.1289
H -4.9211 1.7887 2.4748
H -3.4501 0.9888 3.0661
H -3.8638 2.2887 0.7102
```

Its energy relative to the best compared isomer or geometry (same formula, charge and spin) is 55.3 kJ/mol. For the HOMO-LUMO gap, the calculation gives 9.04 eV. Its electronic energy is -1368.223484 a.u.

Let us look at the Mulliken charges, expressed in e, one per atom:
1 C -0.640
2 O -0.468
3 C 0.364
4 C -0.783
5 N 0.044
6 C -0.557
7 C 0.684
8 O -0.482
9 C -0.616
10 H 0.510
11 H 0.119
12 H 0.241
13 H -0.368
14 H 0.425
15 H 0.590
16 H 0.323
17 H -0.571
18 H 0.359
19 H 0.293
20 H -0.516
21 H 0.255
22 H 0.270
23 H 0.353
24 H 0.201
25 O -0.577
26 C -0.128
27 C -0.898
28 O -0.294
29 H 0.320
30 H 0.168
31 H 0.213
32 H 0.423
33 H 0.518
34 H 0.342
35 O -0.536
36 C -1.060
37 C 1.319
38 O -0.650
39 H 0.307
40 H 0.394
41 H 0.462
42 H -0.880
43 H 0.199
44 H 0.291
45 C -0.476
46 C 1.306
47 O -0.686
48 H 0.211
49 H 0.578
50 H -0.442
51 H -0.649
52 H -0.268
53 H 0.451
54 C -0.994
55 C 0.453
56 O -0.500
57 H 0.387
58 H 0.196
59 H -0.069
60 H -0.320
61 H 0.468
62 H 0.330
63 C -1.119
64 C -0.305
65 O -0.285
66 H 0.384
67 H 0.273
68 H 0.231
69 H 0.363
70 H 0.262
71 H 0.255


| no. | HOMO level (eV) |
| --- | --- |
| 1 | -9.04 |
| 2 | -9.21 |
| 3 | -8.06 |
| 4 | -8.74 |